[1]
{"formula": "C7H18N2O", "method": "ωB97M-V/def2-TZVPD", "de_lowest_kcal_mol": 114.7, "charge": 0, "homo_energy_ev": [-6.64, -6.30], "e_tot_ev": -12574.356, "symbols": ["C", "C", "C", "C", "C", "C", "C", "N", "N", "O", "H", "H", "H", "H", "H", "H", "H", "H", "H", "H", "H", "H", "H", "H", "H", "H", "H", "H"], "coordinates": [[0.36020, -0.69218, 0.89343], [-0.26117, 0.78064, -1.09697], [-1.00722, -0.44678, 0.75178], [1.30220, 0.27070, 1.55251], [0.97240, -1.88669, 0.22153], [-1.37432, 0.29702, -1.99363], [1.06888, 0.80449, -1.81154], [-0.33043, -1.67279, 2.64835], [-0.60174, 2.07411, -0.52005], [-1.67156, 0.56834, 1.31477], [-1.29312, 1.41864, 0.92202], [-1.63620, -1.23981, 0.35909], [-0.95754, -2.44491, 2.41160], [-0.91223, -1.02181, 3.18007], [0.21366, 2.64557, -0.32679], [-1.25193, 2.63054, -1.07743], [0.77893, 1.09351, 2.03700], [1.87378, -0.27432, 2.30416], [2.03323, 0.66453, 0.84311], [1.71383, -1.58284, -0.51863], [1.48061, -2.49169, 0.97383], [0.22284, -2.51058, -0.26779], [-1.49645, 0.95672, -2.87173], [-2.33664, 0.27800, -1.47747], [-1.15760, -0.69810, -2.38693], [1.04745, 1.49743, -2.67020], [1.89102, 1.15928, -1.18352], [1.32911, -0.17704, -2.21056]], "mulliken_charge": [1.977, 1.207, -0.953, -1.590, -1.676, -1.846, -1.633, -0.921, -0.583, -0.539, 0.514, 0.560, 0.236, 0.249, 0.221, 0.237, 0.277, 0.475, 0.316, 0.354, 0.485, 0.297, 0.469, 0.441, 0.349, 0.438, 0.314, 0.325]}

[2]
{"formula": "C7H18N3O3P", "method": "ωB97M-V/def2-TZVPD", "de_lowest_kcal_mol": 0.0, "charge": 0, "homo_energy_ev": -8.04, "e_tot_ev": -27452.107, "symbols": ["C", "P", "C", "O", "C", "O", "N", "C", "N", "H", "H", "H", "H", "H", "H", "H", "H", "H", "H", "H", "C", "N", "C", "C", "O", "H", "H", "H", "H", "H", "H", "H"], "coordinates": [[2.43192, -3.52948, -1.23466], [3.20782, -1.85223, -1.19213], [3.33678, -1.21731, -2.91346], [2.29524, -0.80133, -0.23119], [1.22140, -0.23445, -0.81981], [1.31891, 0.60607, -1.59830], [-0.03232, -0.74123, -0.34531], [-0.99407, -0.96043, -1.42805], [-0.86830, -2.28755, -2.04295], [1.52627, -3.62199, -0.65741], [3.17770, -4.19869, -0.85077], [2.26855, -3.82672, -2.26414], [2.48860, -1.52217, -3.51732], [4.23540, -1.65168, -3.32049], [3.42488, -0.14912, -2.90888], [-0.43138, 0.00950, 0.21597], [-1.96609, -0.93831, -0.96025], [-1.00767, -0.18524, -2.18651], [-0.28985, -2.18054, -2.86893], [-0.38676, -2.86038, -1.35994], [-2.58981, 3.49175, 3.71368], [-2.18969, 2.58394, 2.65584], [-0.82238, 2.62812, 2.16452], [-3.04312, 1.69850, 2.11105], [-2.75900, 0.91714, 1.22195], [-2.45643, 4.52481, 3.38675], [-1.98042, 3.31782, 4.60266], [-3.63577, 3.33514, 3.96765], [-0.81839, 2.85722, 1.09782], [-0.34563, 1.65725, 2.30984], [-0.26266, 3.38939, 2.70094], [-4.05370, 1.74221, 2.55183]], "mulliken_charge": [-0.944, 0.104, -0.994, -0.304, 0.439, -0.447, -0.216, -0.497, -0.639, 0.286, 0.378, 0.302, 0.319, 0.367, 0.327, 0.195, 0.309, 0.431, 0.298, 0.282, -0.930, 0.114, -0.880, 0.125, -0.549, 0.331, 0.331, 0.299, 0.292, 0.261, 0.376, 0.231]}

[3]
{"formula": "C7H18OSi", "method": "ωB97M-V/def2-TZVPD", "de_lowest_kcal_mol": 0.6, "charge": 0, "homo_energy_ev": -9.32, "e_tot_ev": -17476.001, "symbols": ["C", "C", "Si", "C", "C", "C", "C", "C", "O", "H", "H", "H", "H", "H", "H", "H", "H", "H", "H", "H", "H", "H", "H", "H", "H", "H", "H"], "coordinates": [[2.06985, -2.14354, -0.50617], [1.67351, -1.17131, 0.56836], [0.24066, -0.03706, 0.16690], [-1.08639, -0.31680, 1.51202], [-2.48798, 0.04342, 1.04134], [0.79042, 1.77376, 0.13861], [-0.33511, 2.79692, 0.13696], [-0.44937, -0.61944, -1.48887], [0.50165, -0.71307, -2.51038], [3.01282, -2.59657, -0.24768], [2.21294, -1.63773, -1.44858], [1.33962, -2.90744, -0.64511], [1.40789, -1.67063, 1.50904], [2.50710, -0.46111, 0.73193], [-1.00516, -1.38497, 1.73455], [-0.72453, 0.25134, 2.36948], [-2.90362, -0.68163, 0.34853], [-2.49095, 1.01388, 0.49795], [-3.19419, 0.11888, 1.87075], [1.34751, 1.86187, -0.81291], [1.47615, 1.91595, 0.97576], [-1.02497, 2.61252, -0.66627], [0.02131, 3.82903, 0.03692], [-0.93013, 2.73359, 1.08856], [-1.19860, 0.15851, -1.72075], [-0.92708, -1.59570, -1.36340], [0.15668, -1.17265, -3.31755]], "mulliken_charge": [-1.356, -0.374, -0.037, -0.447, -1.180, -0.357, -1.221, -0.483, -0.504, 0.400, 0.319, 0.310, 0.366, 0.287, 0.385, 0.369, 0.329, 0.214, 0.348, 0.308, 0.393, 0.310, 0.359, 0.264, 0.299, 0.417, 0.284]}

[4]
{"formula": "C7H19N5S", "method": "ωB97M-V/def2-TZVPD", "de_lowest_kcal_mol": 0.0, "charge": 2, "homo_energy_ev": -16.47, "e_tot_ev": -25830.796, "symbols": ["C", "C", "N", "N", "N", "C", "C", "C", "C", "C", "S", "N", "N", "H", "H", "H", "H", "H", "H", "H", "H", "H", "H", "H", "H", "H", "H", "H", "H", "H", "H", "H"], "coordinates": [[-1.65811, -2.58429, 0.06402], [-1.25395, -1.50086, 1.05422], [-1.16867, -0.24527, 0.49069], [-0.12280, 0.45373, 0.06541], [1.08189, 0.07541, 0.16083], [2.04736, 1.17304, 0.11354], [1.97888, 1.90199, 1.44296], [1.57496, -1.32236, 0.08650], [2.10465, -1.45229, -1.40595], [-2.42930, 0.44663, 0.15646], [-3.89579, -0.31788, 0.20062], [-2.52883, 1.83901, -0.21104], [-1.38319, 2.45061, -1.01535], [-1.09631, -2.65508, -0.84705], [-1.74077, -3.66082, 0.40647], [-2.72660, -2.39301, -0.33570], [-2.09437, -1.51056, 1.78946], [-0.37169, -1.60843, 1.67934], [1.80739, 1.81175, -0.87908], [3.14070, 0.77568, -0.08195], [2.63895, 2.79193, 1.56230], [0.98154, 2.27365, 1.66086], [2.28219, 1.31009, 2.29687], [0.93632, -2.06659, 0.17211], [2.35141, -1.28765, 0.78369], [1.58946, -0.72328, -2.18653], [3.11384, -1.12957, -1.30134], [1.91077, -2.52550, -1.69513], [-3.41191, 2.00543, -0.63978], [-1.43394, 2.15671, -2.02191], [-1.71760, 3.43225, -0.98987], [-0.50651, 2.08552, -0.57568]], "mulliken_charge": [-0.904, -0.918, 0.477, -0.173, 0.076, -0.498, -1.151, -0.774, -1.004, 0.215, -0.128, -0.353, -0.090, 0.343, 0.391, 0.218, 0.492, 0.561, 0.336, 0.323, 0.391, 0.326, 0.353, 0.574, 0.350, 0.253, 0.434, 0.367, 0.349, 0.404, 0.399, 0.360]}